# 1
Here is a structure of composition C12H14FFeIN2 in a non-equilibrium geometry from OMol25. Energies are from ωB97M-V/def2-TZVPD.

As for the multiplicity: 5. The orbital gap (spin up / spin down) comes out at 6.45 / 7.63 eV. Its relative energy (zero: lowest compared OMol25 entry of this formula, charge and spin) is 392.2 kJ/mol. As for the maximum force: 0.0496 hartree/bohr. The value obtained for the molecular weight is 388.00 g/mol.

```
31
Properties=species:S:1:pos:R:3:forces:R:3:lowdin_spin:R:1
C 0.3900 2.7815 1.1708 0.4272 0.6398 1.1904 -0.119
C 2.9223 0.8389 -1.1791 1.1489 0.4959 0.6123 0.186
H -0.6025 3.1760 0.9674 0.3951 -0.0276 -0.2217 0.004
H 1.0551 3.6362 1.2820 -0.0363 -0.0073 -0.0434 0.004
H 0.3607 2.2866 2.1454 0.0472 -0.5178 -0.2843 -0.010
H 2.5555 0.4160 -2.1043 0.0124 0.0903 -0.2340 0.018
H 3.6370 1.6669 -1.3693 -0.5013 -0.6112 0.1244 0.012
H 3.4130 0.0558 -0.5783 -0.1310 0.2476 -0.1704 0.017
C -2.0028 1.6118 -0.5126 -0.1839 -0.1303 -0.3121 0.004
C -3.3279 1.3679 -0.8719 0.3789 -0.2409 -0.1664 0.001
C -3.6133 0.2544 -1.6580 0.5218 0.1944 0.1189 -0.001
C -2.5562 -0.5806 -1.9938 0.6469 0.1022 0.1918 0.001
H -1.7575 2.5043 0.0402 -0.1732 -0.1344 -0.1552 0.001
H -4.0827 2.0661 -0.5430 -0.1072 -0.0362 -0.0649 0.000
H -4.6143 0.0333 -2.0083 0.0354 0.0641 0.0792 0.000
H -2.7012 -1.4652 -2.6041 -0.2349 0.2368 0.1703 0.000
N -0.9745 0.8144 -0.8123 -0.4342 -0.8131 -0.4599 0.047
C -1.2550 -0.3122 -1.5215 -0.8859 0.8645 0.2247 0.003
C -0.1889 -1.3194 -1.6498 0.9392 -1.1423 -0.2746 0.002
N 0.9602 -1.0456 -1.0067 -1.0625 -0.8104 0.2739 0.049
C 1.8154 -2.0492 -0.7964 0.0431 -0.1242 -0.7889 0.003
C 0.5781 -3.5559 -2.2122 0.1689 0.5737 0.1439 -0.002
C 1.7072 -3.2977 -1.4247 -0.3582 0.4522 0.1140 0.002
H 2.6602 -1.8442 -0.1433 -0.1394 0.0828 -0.1727 0.001
H 2.5206 -4.0047 -1.2944 -0.2974 -0.0719 -0.0041 0.000
C -0.4013 -2.5674 -2.2953 0.1981 0.6908 0.3806 0.001
H -1.3268 -2.7207 -2.8488 0.4231 -0.1974 0.1494 0.000
H 0.4529 -4.4922 -2.7514 0.0688 0.1470 0.1755 0.000
Fe 1.2448 1.3220 -0.0679 -1.3472 -1.8164 1.1829 3.746
I 1.2967 3.3894 -1.4648 -0.1122 0.8626 -0.9454 -0.101
F 1.0725 0.1271 1.4070 0.5497 0.9365 -0.8344 0.130
```
Forces are in eV/Å.



# 2
Here is the molecule C6H10O in a non-equilibrium geometry from OMol25. Energies are from ωB97M-V/def2-TZVPD.

As for the multiplicity: 1. As for the SMILES: C[C@H]1OC[C@H]2C[C@H]21. The orbital gap comes out at 10.69 eV. Its relative energy (zero: lowest compared OMol25 entry of this formula, charge and spin) is 131.6 kJ/mol. As for the maximum force: 0.0267 hartree/bohr. The value obtained for the molecular weight is 98.14 g/mol.

```
17
Properties=species:S:1:pos:R:3:forces:R:3:nbo_charge:R:1
C -2.0190 -0.4939 0.2886 -0.0486 -0.0732 -0.0297 -0.616
C -0.8475 0.0050 -0.5299 -0.1160 -0.2291 -0.1352 0.096
O -0.5881 1.3560 -0.1698 0.1328 -0.1669 0.1264 -0.521
C 0.7804 1.5643 -0.3873 0.5536 -0.1813 -0.2367 -0.062
C 1.5362 0.2616 -0.0868 0.2927 -0.6360 1.1813 -0.249
C 1.1048 -0.7784 1.0234 0.4322 0.8625 -0.0918 -0.445
C 0.4617 -0.7414 -0.3199 -0.3099 -0.2774 -0.3303 -0.260
H -2.9030 0.1249 0.1097 0.1152 -0.0797 0.0244 0.219
H -1.7756 -0.4619 1.3562 -0.0158 0.0200 -0.1935 0.214
H -2.2541 -1.5269 0.0192 -0.0204 0.0720 0.0130 0.210
H -1.0686 -0.0369 -1.6073 -0.1329 0.0196 0.0590 0.166
H 1.0452 1.5089 -1.4730 -0.5448 1.1610 0.2418 0.157
H 1.0337 2.5327 0.0676 0.2353 -0.4942 -0.0858 0.199
H 2.5449 0.3326 -0.4878 -0.2156 -0.7885 -0.1772 0.221
H 0.7174 -0.3062 1.9140 -0.7090 -0.1274 -0.0706 0.218
H 1.5810 -1.7523 1.2470 0.4814 1.0941 -0.3255 0.228
H 0.6505 -1.5879 -0.9640 -0.1305 -0.1754 0.0303 0.224
```
Forces are in eV/Å.



# 3
Here is the ion C3H4N3 with charge +1 in a non-equilibrium geometry from OMol25. Energies are from ωB97M-V/def2-TZVPD.

As for the multiplicity: 1. As for the SMILES: CN=C=C[N+]#N. The orbital gap comes out at 9.53 eV. Its relative energy (zero: lowest compared OMol25 entry of this formula, charge and spin) is 77.9 kJ/mol. As for the maximum force: 0.0803 hartree/bohr. The value obtained for the molecular weight is 82.09 g/mol. As for the net charge: +1.

```
10
Properties=species:S:1:pos:R:3:forces:R:3:nbo_charge:R:1
C 0.3642 0.5491 0.2421 -3.1371 -1.0749 -0.1064 0.546
C 1.6418 0.8992 0.4490 0.9215 3.9460 0.8028 -0.386
C -1.9249 -0.5298 -0.1646 0.9895 0.6309 -2.5885 -0.436
N 2.3219 -0.0405 -0.1532 1.7372 -0.4456 0.4816 0.122
N 2.7912 -0.9601 -0.5270 0.8153 -0.8443 -0.8568 0.238
N -0.6155 -0.0130 -0.0067 0.9290 1.4796 1.6160 -0.206
H 2.0129 1.9646 0.7416 -0.4241 -2.4651 -0.6648 0.336
H -2.1225 -1.3187 0.4816 0.2512 -2.0924 0.7207 0.254
H -1.8466 -0.7399 -1.2738 -1.6180 -0.1512 1.2813 0.264
H -2.6224 0.1892 0.2111 -0.4643 1.0170 -0.6859 0.269
```
Forces are in eV/Å.



# 4
Here is the ion C4H8N3 with charge +1 in a non-equilibrium geometry from OMol25. Energies are from ωB97M-V/def2-TZVPD.

As for the multiplicity: 1. As for the SMILES: CC[n+]1cnc[nH]1. The orbital gap comes out at 11.70 eV. Its relative energy (zero: lowest compared OMol25 entry of this formula, charge and spin) is 327.4 kJ/mol. As for the maximum force: 0.1183 hartree/bohr. The value obtained for the molecular weight is 98.13 g/mol. As for the net charge: +1.

```
15
Properties=species:S:1:pos:R:3:forces:R:3:nbo_charge:R:1
C -2.3694 0.4406 -0.5450 1.1820 -2.1124 2.2776 0.237
C -1.1849 -0.7922 0.8013 -0.8716 4.5865 -3.9033 0.239
C 1.9487 0.5338 0.4303 0.9476 0.1780 4.5748 -0.666
C 1.3016 -0.6338 -0.1267 -3.4025 -0.2101 0.9504 -0.107
N -2.3674 -0.2518 0.6245 -2.8017 0.0425 -0.9527 -0.412
N -1.1246 0.3772 -1.0010 -0.3705 0.8486 -0.2828 -0.294
N -0.3547 -0.2819 -0.1413 2.3490 -2.6838 1.6358 -0.145
H -3.1876 0.8320 -1.1227 -0.1438 0.3223 0.2958 0.258
H -0.9923 -1.3612 1.6014 1.3755 -2.1021 2.6154 0.237
H 1.7948 1.4171 -0.1042 -0.7126 1.4253 -0.7903 0.233
H 3.0471 0.4799 0.4846 -0.3016 -0.5950 -0.0651 0.276
H 1.6009 0.6411 1.5782 0.7985 0.1100 -2.6409 0.236
H 1.3555 -1.5955 0.4361 -0.1354 0.8921 -0.5197 0.247
H 1.3782 -0.7415 -1.1394 0.9983 -0.7582 -2.5992 0.211
H -0.8457 0.9362 -1.7762 1.0888 0.0562 -0.5959 0.450
```
Forces are in eV/Å.



# 5
Here is a cluster of 3 separate species, C31H56N4O5P in total in a non-equilibrium geometry from OMol25. Energies are from ωB97M-V/def2-TZVPD.

As for the multiplicity: 3. The orbital gap (spin up / spin down) comes out at 6.90 / 6.33 eV. Its relative energy (zero: lowest compared OMol25 entry of this formula, charge and spin) is 763.5 kJ/mol. As for the maximum force: 0.1262 hartree/bohr. The value obtained for the molecular weight is 595.79 g/mol. As for the net charge: -1.

```
97
Properties=species:S:1:pos:R:3:forces:R:3:lowdin_spin:R:1
C 3.7705 -3.5443 0.3330 -0.7577 -1.4441 0.0344 0.000
C 2.6347 -4.5793 -0.1894 -2.1957 -1.2927 -0.3484 0.000
C 2.6890 -5.3058 -1.5576 -3.3923 -0.7461 3.1144 0.000
C 1.5254 -6.2984 -1.8653 0.4951 1.7657 2.8284 0.000
C 0.3394 -6.5735 -0.8699 1.8094 2.0625 0.2535 0.000
C -0.7297 -7.6624 -1.3530 0.4855 0.0444 0.0440 0.000
C -0.2292 -9.0955 -0.8160 0.8866 -0.2036 -0.0143 0.000
C -2.2511 -7.3063 -1.0092 -0.2839 0.3627 -0.7456 0.000
C 0.2645 -5.8054 0.5032 3.6130 0.1736 -3.4825 0.000
O -0.7896 -6.0284 1.4368 1.3086 1.3029 -1.9342 0.000
C -1.8635 -5.0564 1.3256 -1.4395 1.0979 1.7291 0.000
N -1.5256 -3.8250 0.5670 -0.7466 -0.4640 1.3303 0.000
C -2.6696 -2.8270 0.6100 1.6362 -0.3765 -0.4415 0.000
P -4.2471 -3.4461 -0.2309 -2.0663 3.7475 -0.2716 0.000
N -5.2402 -2.1647 -0.3665 0.4268 -1.7293 -0.4675 0.000
C -2.1231 -1.5145 -0.1834 3.3977 4.2720 -3.5139 0.000
O -2.7227 -0.3802 -0.1276 0.4901 -3.6567 1.0615 0.000
O -0.9432 -1.5506 -0.9271 -4.5689 -1.5684 3.4990 0.000
C 1.4550 -4.8262 0.7744 -0.6062 -1.6774 -1.9469 0.000
H 4.7091 -4.1983 0.5018 -1.2853 1.3634 -0.2707 0.000
H 3.9631 -2.6927 -0.3976 -0.2083 -1.2387 0.9868 0.000
H 3.4221 -3.1207 1.3498 0.6525 -0.6216 -1.7263 0.000
H 3.5442 -5.1088 -2.2782 -1.3674 -0.3709 1.0219 0.000
H 1.5770 -6.8596 -2.8686 -0.3333 0.9157 1.8003 0.000
H -0.6585 -7.7061 -2.5068 -0.0702 0.2509 1.8580 0.000
H 0.0894 -9.7302 -1.7297 -0.7945 0.7123 1.5982 0.000
H 0.7388 -8.9868 -0.1914 -1.6104 -0.0037 -0.9779 0.000
H -0.9741 -9.6360 -0.1370 0.8229 0.6995 -1.2073 0.000
H -2.4095 -6.2077 -1.3388 0.1642 -1.6662 0.8353 0.000
H -2.5461 -7.4675 0.0803 0.6792 0.3288 -1.4403 0.000
H -3.0118 -7.9114 -1.6387 1.4649 0.6938 0.8835 0.000
H -2.1048 -4.7207 2.4128 0.3456 -0.9354 -1.2957 0.000
H -2.8197 -5.5830 0.9603 1.5773 0.8792 0.1053 0.000
H -0.7965 -3.3560 1.1458 -0.3382 -0.4139 -1.1001 0.000
H -2.8691 -2.5061 1.6890 -0.3475 -0.3419 -1.3935 0.000
H -4.9743 -4.3986 0.5923 1.2088 -0.1102 -0.4713 0.000
H -4.0388 -3.9140 -1.5755 0.6141 -0.6695 1.0530 0.000
H -5.4483 -1.9857 -1.3613 0.2811 0.0045 0.7780 0.000
H 1.4116 -4.2598 1.7754 0.2171 -0.9108 -1.7472 0.000
C 3.7631 2.8508 2.6613 -0.3368 0.0509 0.1648 0.002
C 4.6074 2.3156 1.4716 0.2703 1.0979 1.6382 0.024
C 4.7015 3.3905 0.3648 -0.1549 -0.1358 -0.3819 0.013
C 3.4080 3.5670 -0.4277 -0.0319 -0.0607 0.0888 0.001
C 2.9120 2.2276 -0.9631 0.5425 0.1301 0.0060 0.014
C 2.7864 1.1463 0.1321 -2.2777 -0.3642 -0.0122 0.024
N 4.0160 1.0349 0.9758 2.7657 -0.3566 -3.3426 0.329
O 4.9655 0.4007 0.2354 -1.5895 0.6421 1.7812 0.586
C 1.5578 1.4662 1.0207 -0.0160 0.3011 0.1328 0.001
C 2.4040 -0.1994 -0.5345 0.6608 0.0034 -0.0808 -0.001
C 6.0227 2.1214 2.0755 0.1125 -0.5491 -0.5827 -0.001
H 4.3900 3.2665 3.4563 0.1236 -0.0294 -0.2716 0.000
H 3.0796 3.6502 2.3685 -0.0625 -0.1508 -0.0204 0.000
H 3.1813 2.0555 3.1357 0.0405 0.0641 -0.1812 0.001
H 5.5020 3.1304 -0.3388 -0.0276 -0.1917 0.1395 0.003
H 4.9851 4.3543 0.8022 0.0284 -0.1951 0.2118 0.001
H 2.6383 4.0361 0.1925 0.0074 -0.0167 0.0053 0.000
H 3.5833 4.2517 -1.2637 -0.0208 -0.0144 0.0760 0.001
H 1.9513 2.3772 -1.4628 0.0272 -0.2952 0.1927 0.001
H 3.6062 1.8886 -1.7417 0.0351 -0.1523 0.1588 0.003
H 1.4838 0.7635 1.8559 0.0617 0.0397 -0.0973 0.001
H 0.6300 1.3818 0.4458 0.2422 -0.2079 -0.0736 0.000
H 1.5597 2.4787 1.4233 0.0931 -0.0319 0.0647 0.000
H 3.1254 -0.5110 -1.2954 0.1034 0.0910 0.2182 -0.001
H 1.4378 -0.1235 -1.0427 0.0029 0.1285 0.3065 0.000
H 2.3218 -0.9982 0.2083 -0.0287 0.1358 -0.0636 0.000
H 6.0138 1.3688 2.8694 -0.0588 0.0209 -0.0968 0.000
H 6.3890 3.0580 2.5079 -0.3549 -0.0024 -0.0665 0.000
H 6.7639 1.8246 1.3272 -0.2546 -0.1375 0.0418 -0.001
C -4.0843 4.1955 1.1093 -0.0694 -0.3562 -0.0436 0.002
C -3.1741 5.3870 0.6998 -1.6343 -0.4196 1.2526 0.024
C -3.8427 6.1978 -0.4330 0.2725 0.0434 -0.3538 0.013
C -3.8046 5.4981 -1.7894 0.0057 -0.0738 0.0498 0.001
C -2.3824 5.0747 -2.1429 -0.0738 0.5139 0.2320 0.014
C -1.7061 4.2414 -1.0337 0.0217 -2.1065 -1.1224 0.024
N -1.8239 4.8741 0.3150 1.5741 3.9535 -1.3053 0.334
O -0.9566 5.9227 0.3530 -1.1798 -2.0834 0.4617 0.581
C -2.3270 2.8242 -1.0130 -0.2441 0.0403 0.1514 0.001
C -0.2359 3.9745 -1.4338 0.1756 0.7347 0.3889 -0.001
C -3.1315 6.2778 1.9686 0.7310 0.2844 -0.2891 -0.001
H -4.7070 4.4333 1.9773 0.1195 0.2330 -0.1554 0.000
H -4.7739 3.8989 0.3169 0.1588 -0.0927 0.0027 0.000
H -3.4987 3.3198 1.4028 -0.0333 0.1101 -0.1709 0.001
H -3.3476 7.1716 -0.5355 0.1345 -0.1181 0.1375 0.003
H -4.8847 6.4146 -0.1734 0.1256 -0.1211 0.2375 0.001
H -4.4703 4.6303 -1.7927 0.0475 -0.0040 0.0403 0.000
H -4.1855 6.1763 -2.5600 0.0003 -0.0403 0.0552 0.001
H -2.3993 4.5148 -3.0831 0.1593 -0.1851 0.2152 0.001
H -1.7919 5.9780 -2.3412 0.0735 -0.0460 0.1638 0.003
H -1.9238 2.2330 -0.1862 -0.1251 -0.0263 -0.1371 0.001
H -2.0973 2.2833 -1.9360 0.1224 0.1632 0.1478 0.000
H -3.4129 2.8203 -0.9384 0.0591 -0.0066 0.1217 0.000
H 0.3275 4.8955 -1.6111 -0.1027 -0.0089 0.2115 -0.001
H -0.1809 3.4011 -2.3640 -0.3447 -0.0213 0.1667 0.000
H 0.2813 3.3987 -0.6617 -0.1655 0.1249 -0.0162 0.000
H -2.6672 5.7499 2.8066 0.0000 -0.0051 -0.1207 0.000
H -4.1434 6.5628 2.2734 0.0139 -0.2809 -0.2384 0.000
H -2.5896 7.2151 1.8085 0.1103 -0.2545 -0.0578 -0.001
```
Forces are in eV/Å.



# 6
Here is a cluster of 10 separate species, H21O10 in total in a non-equilibrium geometry from OMol25. Energies are from ωB97M-V/def2-TZVPD.

As for the multiplicity: 2. The orbital gap (spin up / spin down) comes out at 2.63 / 10.97 eV. Its relative energy (zero: lowest compared OMol25 entry of this formula, charge and spin) is 37.8 kJ/mol. As for the maximum force: 0.0385 hartree/bohr. The value obtained for the molecular weight is 181.16 g/mol.

```
31
Properties=species:S:1:pos:R:3:forces:R:3:lowdin_spin:R:1
O 0.2911 1.1311 -2.7067 -0.0686 -0.3765 -0.5641 0.066
H 0.7534 1.4907 -1.9424 0.1797 0.4392 -0.1895 0.031
H -2.4153 1.9966 -1.0578 0.1119 -0.1222 0.0853 0.035
O -0.0507 -2.9571 -2.0861 -0.1605 0.3626 0.6257 0.034
H -0.3608 -3.8626 -2.1600 0.1796 -0.0004 -0.3719 0.006
H 0.4267 -2.6964 -2.8768 -0.0417 -0.2755 -0.1784 0.007
O -0.2237 -0.1315 -0.2140 0.2745 -0.0990 -0.8122 0.057
H -3.2412 1.5640 -2.2656 0.0854 -0.0600 0.0868 0.016
H 0.0361 0.7885 -0.3814 -0.0270 0.2555 1.2605 0.035
O -0.8719 -2.2436 1.3332 1.2847 1.0601 -0.2787 0.038
H -0.3965 -1.6302 0.6751 -0.5747 -0.7645 -1.4249 0.013
H -0.4972 -1.5073 1.9580 -0.7389 -0.7864 1.6623 0.012
O -2.9129 -1.3596 0.4148 -0.9000 -0.3458 0.0010 0.060
H 0.4095 -0.5039 3.8206 0.1863 0.0708 -0.1610 0.016
H -3.0635 -0.5134 0.8558 0.0397 0.2404 -0.2508 0.039
O -0.7372 2.7559 1.8074 -0.6318 -0.8892 -0.4544 0.092
H -1.2680 3.1921 2.4831 0.5778 0.3670 -0.0246 0.024
H -3.4249 -1.3769 -0.4061 0.1876 0.1818 0.0854 0.024
O 3.2816 -0.5008 1.9760 -0.4438 -0.0644 0.2100 0.049
H 0.1344 3.1350 1.6764 0.0176 0.4698 0.4058 0.044
H 3.5179 -1.3712 1.6448 0.1948 -0.0380 -0.1250 0.015
O 2.9040 1.5115 -1.6733 0.3746 0.2227 0.0225 0.065
H 3.8287 1.5980 -1.4045 -0.1245 -0.1779 0.1725 0.015
H 4.0776 0.0358 1.9863 0.0974 0.0248 -0.0471 0.016
O -2.6323 1.2202 -1.5963 -0.3462 0.1382 -0.0941 0.065
H -0.2548 1.8222 -3.1058 0.0628 -0.0419 0.4483 0.021
O 0.5611 -0.7530 2.9018 -0.3359 -0.2321 -0.1787 0.049
H 1.4909 -0.5990 2.6529 0.0124 0.2225 0.1031 0.011
H 2.7686 2.3106 -2.1958 -0.1481 0.0034 -0.1539 0.018
H -0.2476 -0.3540 -1.1600 -0.3684 -0.7061 -0.0401 0.016
H -1.8832 -2.1916 1.0465 1.0432 0.9213 0.1798 0.012
```
Forces are in eV/Å.